1.
Molecular formula: C31H58B2F3O11
Method: DFT, wB97M-V/def2-TZVPD

Structure (XYZ):
```
105
Properties=species:S:1:pos:R:3:forces:R:3:mulliken_charge:R:1
C -0.68849 3.40514 -1.57651 -0.377 -0.244 0.082 -1.1991
C -0.57773 2.02039 -0.90777 0.851 1.279 -0.143 0.4301
O -1.71941 1.20644 -1.16474 0.251 -0.448 0.316 -0.5475
B -1.34341 -0.11707 -1.40164 -0.490 0.202 -0.413 0.3418
O -1.32231 -0.50065 -2.75201 0.798 0.363 0.332 -0.4415
C -0.90934 -1.12822 -0.26791 2.122 -1.083 0.754 1.5908
C -1.52691 -1.08463 1.14909 -1.329 -0.742 -0.266 -1.6486
C -2.95277 -0.48266 1.24961 -0.709 -0.684 1.460 -0.1477
C -3.18453 -0.16022 2.71718 -0.258 -0.631 -1.518 0.1191
F -3.02637 -1.10756 3.65102 1.047 -0.453 0.295 -0.3039
C -3.49259 1.04533 3.10436 0.154 -0.311 -0.048 0.4054
F -3.13896 1.58355 4.24286 -0.681 0.571 1.038 -0.2123
F -4.18042 1.82859 2.31302 0.175 1.508 -0.341 -0.2472
C -0.54671 -2.59250 -0.78945 -0.404 -1.154 0.729 -0.8064
O 0.85482 -2.75123 -0.90413 -0.144 0.311 -0.345 -0.4594
B 1.52667 -1.49187 -0.59572 -0.458 1.307 -0.003 1.2180
C 2.66236 -1.46397 0.57588 0.001 -0.124 0.313 -0.3152
O 3.97113 -1.98407 0.13320 -0.744 -0.299 0.747 -0.3967
C 3.97836 -3.30212 -0.11967 -0.672 0.035 0.706 0.8275
C 3.31178 -4.32033 0.80188 -0.386 0.335 0.408 -0.4833
O 4.53235 -3.69459 -1.09172 1.385 -0.754 -1.572 -0.6015
O 0.43832 -0.64525 -0.03522 -0.539 1.020 0.242 -1.0478
H -1.24482 3.32067 -2.51965 0.134 0.003 0.188 0.3924
H 0.31314 3.79457 -1.77569 -0.184 -0.056 0.065 0.2327
H -1.19167 4.13019 -0.92481 -0.018 -0.132 -0.211 0.1792
H 0.35407 1.56399 -1.27601 -0.369 -0.222 0.082 0.0321
H -0.41777 2.17407 0.17185 -0.206 -0.320 -0.173 0.0609
H -0.39793 -0.67745 -2.99870 -0.321 -0.416 -0.034 0.2481
H -0.88834 -0.58633 1.88650 0.212 0.196 -0.627 0.3662
H -1.60155 -2.12602 1.50273 0.034 0.276 0.010 0.3756
H -3.09268 0.46628 0.72781 0.223 -0.317 -0.239 0.2019
H -3.73119 -1.20521 0.96107 0.283 0.147 -0.443 0.2095
H -1.07624 -2.88735 -1.71117 0.272 0.459 -0.069 0.2147
H -0.81148 -3.39983 -0.07336 -0.553 0.614 0.091 0.3212
H 1.93389 -0.82243 -1.55294 0.401 -0.422 -0.612 -0.3676
H 2.85787 -0.43031 0.89350 0.033 -0.187 -0.300 -0.3774
H 2.31807 -1.97924 1.49361 0.273 0.015 -0.233 0.2083
H 3.25035 -5.27782 0.28102 0.014 0.257 -0.065 0.0293
H 2.30543 -3.99085 1.07654 0.157 -0.180 -0.081 0.1511
H 3.87597 -4.48413 1.73065 0.020 0.290 -0.208 0.2968
C 4.24903 3.13490 0.46627 0.182 0.160 0.044 -0.5936
C 3.16025 2.97261 1.51613 -0.110 -0.243 0.033 0.0197
C 2.10238 3.94782 1.02380 -0.023 0.202 -0.015 -0.3877
O 2.21752 3.99241 -0.40107 0.293 -0.008 0.151 -0.2041
C 3.43124 3.34021 -0.79801 -0.167 -0.230 -0.147 -0.3932
H 4.92660 2.28437 0.39986 -0.054 -0.020 -0.025 0.3462
H 4.84242 4.02935 0.67967 0.004 -0.017 -0.017 0.2922
H 2.76954 1.95224 1.49014 -0.010 0.030 0.004 -0.3225
H 3.49299 3.18436 2.53240 -0.007 0.031 -0.018 0.4270
H 2.27916 4.95857 1.41021 -0.032 -0.016 0.084 0.2283
H 1.09078 3.64439 1.29769 -0.025 0.038 -0.091 0.2694
H 3.16676 2.38200 -1.25729 0.086 -0.022 -0.002 0.1627
H 3.94735 3.95139 -1.54095 -0.084 0.057 0.002 0.2688
C -1.13469 9.03684 -0.21273 0.078 0.125 0.167 -0.5467
C -0.36374 8.84843 -1.51027 -0.111 -0.001 -0.187 -0.6036
C 0.37832 7.54766 -1.24496 0.175 -0.117 0.115 -0.3553
O -0.44596 6.77675 -0.36703 -0.068 0.281 0.018 -0.2803
C -1.49527 7.60291 0.14333 -0.093 -0.194 -0.117 -0.5041
H -2.00680 9.68363 -0.30823 -0.003 -0.031 -0.002 0.3211
H -0.47828 9.45982 0.55263 -0.028 -0.003 -0.002 0.2655
H -1.06180 8.71874 -2.34154 0.029 0.007 0.001 0.2761
H 0.30241 9.67659 -1.75169 0.011 -0.024 0.019 0.3407
H 1.33345 7.72996 -0.74037 0.042 0.031 -0.082 0.2670
H 0.57090 6.97866 -2.15516 -0.011 -0.089 0.070 0.2419
H -2.43142 7.29845 -0.33793 -0.056 0.059 0.062 0.2866
H -1.59143 7.44647 1.21892 0.037 -0.077 -0.017 0.2966
C -3.82018 -0.40856 -4.93502 -0.226 0.044 0.179 0.1668
C -4.15212 -1.59518 -5.82744 0.128 -0.113 -0.066 -0.6013
C -4.47122 -0.91324 -7.14928 -0.109 0.141 -0.032 -0.4635
O -3.67811 0.27533 -7.19981 -0.052 -0.101 0.096 -0.4480
C -3.10938 0.51969 -5.90255 0.205 -0.057 -0.062 -0.3229
H -3.21160 -0.66421 -4.07124 0.056 0.049 -0.058 -0.2301
H -4.74361 0.05757 -4.57827 0.014 0.010 -0.021 0.2433
H -3.27164 -2.23351 -5.93804 -0.028 -0.006 0.006 0.2673
H -4.97296 -2.20918 -5.45683 -0.005 0.022 -0.017 0.3610
H -5.52653 -0.61997 -7.20064 -0.038 -0.098 -0.004 0.2529
H -4.24314 -1.54014 -8.01375 0.025 0.079 -0.042 0.2923
H -2.03966 0.29400 -5.95342 0.005 0.031 0.099 0.2254
H -3.22969 1.57206 -5.64343 -0.015 0.007 -0.095 0.2700
C 5.32733 -8.70822 -2.33202 0.050 -0.254 -0.021 -0.5320
C 4.45771 -7.98807 -3.34980 0.082 0.267 -0.080 -0.4986
C 3.07466 -8.14120 -2.74110 -0.226 -0.111 0.057 -0.3799
O 3.24885 -8.18196 -1.32062 0.261 -0.115 -0.163 -0.4028
C 4.64205 -8.34299 -1.02526 -0.065 0.277 0.150 -0.3744
H 6.37513 -8.41014 -2.35976 -0.024 0.028 0.026 0.3305
H 5.27504 -9.78894 -2.49424 0.022 0.013 0.015 0.2518
H 4.73254 -6.93156 -3.39192 -0.031 -0.015 0.003 0.2337
H 4.52675 -8.39857 -4.35727 -0.028 -0.025 0.024 0.3350
H 2.60535 -9.08223 -3.05196 -0.004 0.018 -0.083 0.2598
H 2.40822 -7.31808 -3.00084 -0.013 0.002 0.099 0.2679
H 5.01705 -7.39082 -0.63575 0.071 -0.031 0.003 0.2134
H 4.76703 -9.10749 -0.25608 -0.107 0.006 0.012 0.3084
C -2.27600 0.44231 7.95961 0.201 0.021 -0.038 -0.5852
C -3.17823 -0.41610 7.08626 -0.214 0.046 -0.028 0.0019
C -2.87710 -1.81225 7.60478 0.188 -0.094 -0.024 -0.4580
O -2.54218 -1.67184 8.99258 -0.016 0.137 -0.082 -0.4178
C -2.34666 -0.28690 9.29240 -0.165 -0.049 0.100 -0.4268
H -2.59055 1.48336 8.02760 -0.011 -0.020 0.009 0.3558
H -1.25392 0.41920 7.57314 -0.017 0.023 0.012 0.2848
H -4.22577 -0.16427 7.27420 0.010 -0.012 -0.018 0.2782
H -2.98942 -0.30930 6.02062 0.017 -0.036 0.035 -0.1275
H -2.01516 -2.24936 7.09060 -0.052 -0.002 -0.080 0.2782
H -3.72382 -2.49221 7.50125 0.027 -0.025 0.090 0.2902
H -3.20169 0.05549 9.88686 0.040 0.092 0.018 0.2520
H -1.44005 -0.16739 9.88808 -0.011 -0.091 0.020 0.2798
```
Forces are in eV/Å.

Computed properties:
total charge	-1


2.
Molecular formula: C20H25CoN3O3S2
Method: DFT, wB97M-V/def2-TZVPD

Structure (XYZ):
```
54
Properties=species:S:1:pos:R:3:forces:R:3:lowdin_spin:R:1
C -4.06433 -0.60493 -3.11779 -0.243 2.987 3.045 0.4682
C -3.56218 -1.56494 -3.89651 2.448 -2.527 -2.622 0.0991
H -4.03760 0.44489 -3.47224 -0.939 -0.731 -0.109 0.0183
H -4.42198 -0.78377 -2.09456 0.690 0.237 -0.139 0.0289
C -2.38709 -2.40876 -3.72192 -1.628 -0.336 -0.540 0.0121
C -1.29501 -2.20721 -2.91009 0.984 -0.563 0.247 0.2731
H -0.65027 -1.32095 -2.84263 -1.188 0.306 0.523 0.0133
H -0.78510 -3.07941 -2.43298 -0.380 0.432 -1.060 0.0125
C -4.50622 -1.79161 -5.05314 0.128 0.698 -0.530 0.0494
H -5.16292 -0.91809 -5.10667 -0.127 -0.219 -0.189 0.0022
H -5.14042 -2.64735 -4.81688 -0.040 -0.075 0.133 -0.0048
H -4.05710 -1.95936 -6.03413 0.190 -0.023 0.201 0.0164
C -2.46758 -3.65153 -4.62351 -0.304 -0.531 0.668 0.0139
H -2.40575 -3.35241 -5.68135 0.287 0.070 0.397 -0.0059
H -3.47057 -4.08466 -4.50890 0.415 -0.253 -0.050 0.0000
H -1.69843 -4.41686 -4.41980 -0.339 0.529 -0.035 0.0012
Co 1.90876 1.20015 1.76467 -1.783 -1.050 1.574 0.9860
O 0.37274 0.80797 0.92613 0.531 -0.744 -0.956 0.0354
C -0.74519 0.28400 1.37478 -0.784 2.275 -1.603 0.0463
O 1.11608 0.13845 3.31903 -0.499 -1.482 -0.319 -0.0019
C 0.37395 -0.85549 3.10588 0.144 1.785 -0.810 0.0035
O 0.46156 -2.01142 3.73330 -0.710 -0.012 -0.453 0.0019
N -0.62406 -0.81808 2.18652 0.586 -1.498 1.600 0.0081
C -0.63527 -2.86696 3.22145 0.289 -0.624 0.736 0.0003
C -1.40021 -2.05695 2.20487 -0.162 1.260 -0.843 0.0023
H -1.26114 -3.12750 4.08239 0.381 -0.111 -0.230 0.0000
H -0.18854 -3.74848 2.74998 0.021 0.168 0.470 0.0000
H -2.43007 -1.83158 2.48507 0.017 -0.241 0.046 0.0006
H -1.37201 -2.46751 1.19365 -0.167 -0.256 0.155 0.0006
C -1.85308 0.95232 0.95457 -0.028 -0.917 2.850 0.0471
C -1.51800 2.15262 0.18576 -2.860 -1.793 -2.105 0.3515
H -2.82930 0.70281 1.38680 0.241 0.317 -0.277 0.0081
H -1.34080 1.62272 -0.78233 0.149 1.333 0.101 -0.0010
H -2.28773 2.92769 0.04873 0.293 -0.279 0.283 0.0132
C 3.61458 -0.41653 4.22591 0.097 -0.377 0.772 0.0005
C 4.22117 0.69133 3.47508 0.247 1.403 -1.009 0.0028
N 3.61292 1.31179 2.46072 2.290 -0.108 0.905 -0.0022
C 4.41154 2.29429 1.86023 1.380 -0.946 2.411 0.0023
C 5.62202 2.48344 2.50172 -1.062 0.003 -0.883 -0.0010
S 5.79066 1.36917 3.80650 -0.898 -0.081 -0.642 0.0001
C 3.75097 2.94524 0.79228 -0.829 2.181 -2.645 0.0013
C 4.14489 3.95611 -0.07555 -0.360 -1.369 1.089 0.0147
S 2.85838 4.42040 -1.10590 -0.219 -0.617 0.837 0.0257
C 1.77877 3.27744 -0.34214 2.381 -0.325 1.595 0.0444
N 2.42011 2.55567 0.60883 0.070 1.647 -1.826 0.0073
C 0.37303 3.22560 -0.68436 1.015 1.253 -1.827 0.3144
H 4.21841 -0.65643 5.10424 -0.023 -0.131 -0.196 0.0000
H 2.60845 -0.12928 4.54729 0.570 -0.139 0.071 0.0001
H 3.50829 -1.30354 3.58572 0.116 0.186 0.196 0.0002
H 6.35050 3.24767 2.23128 -0.079 -0.447 0.305 0.0000
H 5.12611 4.39070 -0.10388 0.079 0.204 -0.183 0.0018
H 0.04509 4.25432 -0.92386 -0.152 -0.445 0.336 0.0079
H 0.28782 2.66627 -1.64635 -0.418 -0.046 1.046 0.0038
H -0.37886 2.75854 0.27412 0.181 0.026 -0.514 0.0762
```
Forces are in eV/Å.

Computed properties:
multiplicity	4
total charge	+2


3.
Molecular formula: C7H10
Method: DFT, wB97M-V/def2-TZVPD

Structure (XYZ):
```
17
Properties=species:S:1:pos:R:3:forces:R:3:mulliken_charge:R:1
C 1.26516 0.13218 -0.25589 0.285 0.829 0.577 -0.6285
C 0.07625 -1.50794 -1.38575 -0.487 -1.102 -0.767 -1.1884
C -0.09262 -0.46879 -0.44935 -0.148 0.485 1.125 0.4746
C -0.67853 -0.66964 1.12178 0.177 -0.670 -1.021 -0.4999
C -0.19415 0.60849 1.63666 0.008 0.306 0.602 -0.5210
C 0.03056 1.43845 0.53821 0.667 0.144 -0.551 -0.2851
C -0.75200 0.90751 -0.66971 -0.146 -0.004 -0.118 -0.6293
H 1.71036 0.63360 -1.11850 -0.112 -0.164 0.109 0.3420
H 1.98181 -0.31229 0.43989 -0.121 -0.006 -0.191 0.3540
H 0.74273 -2.32555 -1.12393 -0.096 0.105 -0.070 0.3033
H -0.50396 -1.60075 -2.30279 0.154 0.035 0.173 0.2913
H -1.75125 -0.74859 0.93461 0.012 0.057 0.220 0.2839
H -0.34573 -1.55908 1.67143 0.039 0.166 -0.223 0.3385
H 0.38053 0.70468 2.55468 -0.210 0.029 -0.104 0.3410
H 0.42601 2.44921 0.60043 -0.166 -0.099 0.061 0.4189
H -1.84428 0.95270 -0.57370 0.130 -0.046 -0.018 0.2984
H -0.45088 1.36582 -1.61806 0.014 -0.065 0.196 0.3061
```
Forces are in eV/Å.

Computed properties:
ΔE to the lowest compared entry with this formula, charge and spin	121.4	kcal/mol
total charge	0


4.
Molecular formula: C21H27N3O2
Method: DFT, wB97M-V/def2-TZVPD

Structure (XYZ):
```
53
Properties=species:S:1:pos:R:3:forces:R:3:mulliken_charge:R:1
C -4.78142 -3.23684 -1.60809 0.012 -0.073 -0.004 -0.7161
O -4.88470 -1.89441 -1.21074 -0.005 0.158 -0.142 -0.3174
C -4.89232 -1.69469 0.18743 0.067 -0.140 0.253 -0.9313
C -3.51105 -1.75679 0.86140 -0.304 0.147 -0.227 -0.4422
N -2.85295 -0.46661 0.82079 -0.075 0.033 -0.104 0.4060
C -1.86791 -0.23524 1.87058 0.098 -0.016 0.345 0.8054
C -2.56737 -0.03347 3.21626 0.163 0.058 -0.283 -1.7917
H -2.93191 -0.97261 3.62538 -0.051 -0.123 0.096 0.3721
H -1.87147 0.39748 3.93171 0.059 0.002 0.143 0.4739
H -3.40844 0.64259 3.09163 -0.089 0.092 0.028 0.3941
C -0.77243 -1.30496 1.98345 -0.213 0.289 -0.175 -1.3684
H -1.18865 -2.25949 2.29776 -0.023 -0.139 0.054 0.2935
H -0.26385 -1.43896 1.03103 0.113 -0.072 -0.091 0.2761
H -0.03259 -0.99333 2.71633 0.115 -0.014 0.089 0.4605
H -1.38436 0.71241 1.61232 -0.062 -0.091 0.058 -0.1069
C -2.37045 -0.14821 -0.52020 0.018 0.062 0.085 -0.7806
C -2.08595 1.30917 -0.65210 0.521 0.133 -0.075 0.9399
C -0.87065 1.97697 -0.56376 -0.610 -0.126 -0.175 -0.9190
N -1.16710 3.29917 -0.64788 0.228 -0.296 0.030 0.5191
N -2.46886 3.52415 -0.79868 -0.483 0.653 -0.018 -1.1758
C -3.03684 2.33536 -0.78934 0.413 0.017 -0.026 -0.8378
H -4.09902 2.23581 -0.88422 -0.283 0.028 -0.015 0.5799
H -0.51608 4.06822 -0.65590 -0.128 -0.082 -0.041 0.2160
C 0.48817 1.49440 -0.35932 0.237 -0.258 -0.133 0.7046
C 0.98466 0.42139 -1.06359 -0.138 0.246 0.100 -0.4779
C 2.28148 -0.06680 -0.82802 0.145 0.207 0.299 0.3820
C 2.80790 -1.17321 -1.53206 0.242 -0.143 -0.006 -0.9495
C 4.06594 -1.62761 -1.28060 -0.074 -0.028 -0.065 -0.6706
C 4.87993 -1.00062 -0.30746 -0.027 0.221 0.178 0.7856
C 4.39682 0.07748 0.39170 0.469 -0.244 0.029 -0.0552
C 3.09634 0.56368 0.14670 -0.293 -0.145 -0.278 0.4908
C 2.57395 1.67224 0.84529 -0.043 0.113 0.027 -1.4077
C 1.31017 2.12553 0.60018 0.137 -0.059 0.056 -0.9613
H 0.91560 2.96350 1.15775 -0.018 0.052 0.083 0.4532
H 3.19190 2.15830 1.58716 0.047 0.048 0.072 0.3757
H 4.99085 0.57916 1.14020 0.104 0.008 0.059 0.4397
O 6.11472 -1.55280 -0.15679 -0.350 -0.091 -0.258 -0.4556
C 6.99096 -0.98592 0.78551 0.154 0.116 0.182 -0.8169
H 7.21942 0.05726 0.54376 -0.026 -0.038 0.014 0.3248
H 7.90444 -1.57604 0.73318 -0.048 0.071 0.039 0.2396
H 6.58108 -1.04215 1.79926 0.004 0.014 -0.045 0.3207
H 4.48041 -2.47131 -1.80969 0.017 -0.101 -0.080 0.4495
H 2.19230 -1.65640 -2.27699 -0.039 -0.066 -0.078 0.4414
H 0.38284 -0.04943 -1.82736 -0.083 -0.029 -0.066 0.6701
H -3.16752 -0.41355 -1.21717 0.200 -0.061 -0.022 0.7721
H -1.47510 -0.73830 -0.77672 -0.122 -0.039 -0.061 0.2630
H -3.66432 -2.02982 1.90523 0.024 -0.082 -0.003 0.4318
H -2.90791 -2.54881 0.38516 -0.027 -0.049 0.112 0.2847
H -5.56189 -2.43109 0.65512 0.003 0.034 -0.038 0.4261
H -5.30359 -0.69389 0.33764 0.018 -0.096 0.106 0.3289
H -4.85921 -3.24298 -2.69380 0.012 -0.098 0.014 0.2415
H -3.82501 -3.68556 -1.31579 -0.028 -0.009 -0.021 0.2898
H -5.59465 -3.83790 -1.18111 0.021 0.004 -0.022 0.3301
```
Forces are in eV/Å.

Computed properties:
ΔE to the lowest compared entry with this formula, charge and spin	67.9	kcal/mol
total charge	0
structure (SMILES)	COCCN(Cc1cn[nH]c1-c1ccc2cc(OC)ccc2c1)C(C)C


Number 1: energy -2392.96856 hartree. Number 2: energy -3345.43793 hartree. Number 3: energy -272.52451 hartree. Number 4: energy -1131.13002 hartree.